(1)
{
  "formula": "C34H36ClNO4",
  "method": "wB97M-V/def2-TZVPD",
  "orbital_gap_ev": 9.045,
  "e_homo_ev": -9.44,
  "e_tot_ev": -58044.307,
  "total_charge": 0,
  "e_lumo_ha": -0.015,
  "smiles": "C[C@@H](Cl)CC1=C(CCC(N)=O)C(=O)OC1=O.c1ccccc1.c1ccccc1.c1ccccc1.c1ccccc1",
  "symbols": ["C", "C", "Cl", "C", "C", "C", "C", "C", "C", "N", "O", "C", "O", "O", "C", "O", "H", "H", "H", "H", "H", "H", "H", "H", "H", "H", "H", "H", "C", "C", "C", "C", "C", "C", "H", "H", "H", "H", "H", "H", "C", "C", "C", "C", "C", "C", "H", "H", "H", "H", "H", "H", "C", "C", "C", "C", "C", "C", "H", "H", "H", "H", "H", "H", "C", "C", "C", "C", "C", "C", "H", "H", "H", "H", "H", "H"],
  "xyz": [[1.660, -2.510, -1.505], [3.058, -2.001, -1.975], [2.703, -0.886, -3.367], [3.692, -1.269, -0.766], [5.203, -1.167, -0.785], [6.048, -0.369, -1.433], [5.705, 0.745, -2.414], [5.233, 2.060, -1.731], [4.271, 2.820, -2.652], [4.264, 4.283, -2.692], [3.503, 2.261, -3.357], [7.494, -0.695, -1.026], [8.478, -0.306, -1.472], [7.359, -1.553, 0.053], [6.086, -2.062, 0.096], [5.722, -2.981, 0.709], [1.729, -3.221, -0.667], [1.052, -2.876, -2.346], [1.132, -1.614, -1.119], [3.648, -2.856, -2.332], [3.181, -0.303, -0.611], [3.436, -1.880, 0.122], [6.639, 0.986, -2.959], [5.010, 0.350, -3.167], [4.821, 1.913, -0.716], [6.121, 2.704, -1.593], [4.177, 4.538, -3.676], [3.360, 4.543, -2.290], [-3.296, -3.587, -3.484], [-3.582, -4.197, -2.269], [-3.082, -3.663, -1.089], [-2.292, -2.522, -1.124], [-2.000, -1.917, -2.339], [-2.502, -2.448, -3.519], [-3.692, -4.000, -4.404], [-4.195, -5.090, -2.243], [-3.306, -4.137, -0.141], [-1.904, -2.103, -0.202], [-1.379, -1.029, -2.366], [-2.275, -1.974, -4.467], [0.862, 3.210, -0.789], [-0.258, 2.409, -0.614], [-0.923, 2.401, 0.604], [-0.466, 3.193, 1.651], [0.659, 3.988, 1.479], [1.323, 3.998, 0.259], [1.377, 3.219, -1.743], [-0.614, 1.790, -1.430], [-1.799, 1.779, 0.739], [-0.987, 3.189, 2.601], [1.020, 4.601, 2.296], [2.201, 4.620, 0.125], [-5.947, 5.371, 2.628], [-6.480, 4.093, 2.516], [-5.743, 3.083, 1.913], [-4.474, 3.352, 1.417], [-3.944, 4.631, 1.520], [-4.680, 5.640, 2.127], [-6.519, 6.157, 3.104], [-7.471, 3.885, 2.901], [-6.157, 2.086, 1.829], [-3.898, 2.564, 0.948], [-2.956, 4.841, 1.127], [-4.266, 6.638, 2.209], [-2.362, -5.435, 4.547], [-1.306, -4.649, 4.106], [-1.539, -3.605, 3.221], [-2.828, -3.349, 2.774], [-3.884, -4.141, 3.208], [-3.651, -5.183, 4.095], [-2.181, -6.245, 5.242], [-0.299, -4.850, 4.454], [-0.715, -2.990, 2.880], [-3.011, -2.532, 2.085], [-4.889, -3.945, 2.854], [-4.474, -5.799, 4.436]],
  "mulliken_charge": [-1.437, 0.218, -0.191, -0.726, 0.307, 0.431, -0.862, -0.561, 0.351, -0.680, -0.494, 0.116, -0.447, -0.331, 0.030, -0.479, 0.402, 0.418, 0.265, 0.453, 0.444, 0.469, 0.458, 0.384, 0.411, 0.384, 0.358, 0.328, -0.362, -0.482, -0.247, -0.277, -0.348, -0.564, 0.357, 0.373, 0.351, 0.356, 0.454, 0.383, -0.153, -0.701, -0.277, -0.560, -0.433, -0.292, 0.320, 0.441, 0.461, 0.443, 0.388, 0.341, -0.395, -0.325, -0.543, -0.184, -0.202, -0.428, 0.354, 0.359, 0.361, 0.226, 0.423, 0.361, -0.376, -0.389, -0.396, -0.322, -0.489, -0.372, 0.360, 0.360, 0.397, 0.509, 0.363, 0.357]
}

=====

(2)
{
  "formula": "C34H36CrN3O7S2",
  "method": "wB97M-V/def2-TZVPD",
  "orbital_gap_ev": [7.119, 7.509],
  "e_homo_ev": [-7.45, -7.95],
  "e_tot_ev": -104738.856,
  "relative_energy_kj_mol": 152.57,
  "total_charge": 0,
  "multiplicity": 4,
  "e_lumo_ha": [-0.012, -0.016],
  "symbols": ["Cr", "C", "C", "C", "C", "C", "C", "C", "S", "O", "O", "N", "C", "C", "C", "C", "C", "C", "C", "C", "N", "C", "H", "H", "H", "H", "H", "H", "H", "H", "H", "H", "H", "H", "H", "O", "C", "O", "C", "C", "C", "C", "C", "C", "C", "C", "C", "N", "H", "H", "H", "H", "H", "H", "C", "C", "C", "S", "O", "C", "C", "C", "H", "H", "H", "H", "H", "H", "H", "H", "H", "H", "H", "H", "H", "H", "C", "O", "C", "O", "H", "H", "H"],
  "xyz": [[0.171, 0.524, -0.877], [6.532, -0.245, 1.328], [5.045, -0.399, 1.525], [4.356, 0.458, 2.386], [2.992, 0.333, 2.579], [2.305, -0.672, 1.912], [2.971, -1.551, 1.081], [4.336, -1.409, 0.885], [0.553, -0.771, 2.121], [0.157, 0.494, 2.693], [0.291, -1.937, 2.928], [-0.038, -0.927, 0.589], [-1.186, -1.726, 0.346], [-1.752, -2.724, 1.130], [-2.920, -3.404, 0.723], [-3.546, -3.146, -0.455], [-2.995, -2.176, -1.315], [-3.549, -1.853, -2.570], [-2.957, -0.911, -3.354], [-1.804, -0.262, -2.888], [-1.269, -0.532, -1.723], [-1.831, -1.482, -0.917], [6.809, 0.807, 1.248], [6.870, -0.763, 0.430], [7.072, -0.664, 2.181], [4.900, 1.249, 2.892], [2.447, 1.013, 3.218], [2.429, -2.348, 0.595], [4.852, -2.089, 0.212], [-1.299, -2.981, 2.065], [-3.326, -4.165, 1.380], [-4.445, -3.675, -0.749], [-4.445, -2.368, -2.900], [-3.359, -0.650, -4.324], [-1.311, 0.511, -3.466], [1.633, 2.961, -3.640], [1.251, 2.033, -2.959], [0.191, 1.977, -2.226], [2.034, 0.719, -2.996], [3.144, 0.597, -3.846], [3.740, -0.614, -3.979], [3.204, -1.724, -3.290], [3.749, -3.023, -3.430], [3.183, -4.087, -2.794], [2.025, -3.892, -2.006], [1.489, -2.650, -1.843], [2.081, -1.521, -2.455], [1.541, -0.267, -2.283], [3.476, 1.483, -4.369], [4.595, -0.758, -4.632], [4.620, -3.152, -4.065], [3.609, -5.078, -2.902], [1.560, -4.739, -1.516], [0.604, -2.520, -1.241], [-4.736, -0.452, 3.259], [-3.297, 0.055, 3.381], [-3.019, 1.316, 2.561], [-3.273, 1.013, 0.781], [-1.962, 1.357, 0.120], [-4.412, 2.389, 0.365], [-3.665, 3.674, 0.029], [-3.211, 4.477, 1.247], [-4.917, -1.277, 3.951], [-4.942, -0.815, 2.248], [-5.453, 0.344, 3.490], [-2.596, -0.727, 3.078], [-3.079, 0.284, 4.427], [-1.965, 1.591, 2.613], [-3.646, 2.147, 2.885], [-5.101, 2.495, 1.206], [-4.970, 2.028, -0.501], [-4.313, 4.283, -0.604], [-2.788, 3.411, -0.565], [-4.044, 4.666, 1.933], [-2.808, 5.443, 0.935], [-2.420, 3.952, 1.787], [1.528, 3.938, 1.335], [0.411, 3.117, 0.925], [0.697, 1.968, 0.341], [1.838, 1.584, 0.022], [1.188, 4.967, 1.277], [2.377, 3.779, 0.677], [1.794, 3.687, 2.360]],
  "mulliken_charge": [0.606, -1.577, 1.059, -0.855, -0.319, -0.692, -0.259, -1.054, 1.443, -0.703, -0.855, 0.972, 0.320, -0.711, -0.975, -1.052, 0.983, -0.872, -1.158, -0.375, 0.871, -0.150, 0.373, 0.354, 0.325, 0.395, 0.547, 0.625, 0.385, 0.759, 0.416, 0.419, 0.451, 0.475, 0.514, -0.749, 0.179, -0.522, 0.470, -1.078, -0.784, 0.732, -0.916, -0.712, -0.493, -0.478, -0.046, 1.003, 0.608, 0.445, 0.404, 0.414, 0.465, 0.686, -1.358, 0.285, -0.837, 0.620, -0.376, -0.972, -0.130, -1.126, 0.417, 0.254, 0.310, -0.218, 0.497, 0.034, 0.663, 0.499, 0.423, 0.465, 0.022, 0.349, 0.372, 0.152, -0.881, -0.141, 0.275, -0.789, 0.265, 0.334, 0.281]
}

=====

(3)
{
  "formula": "C34H36GeN3O2SSeTi",
  "method": "wB97M-V/def2-TZVPD",
  "orbital_gap_ev": [4.227, 6.885],
  "e_homo_ev": [-1.71, -4.38],
  "e_tot_ev": -200224.193,
  "relative_energy_kj_mol": 83.57,
  "total_charge": -1,
  "multiplicity": 3,
  "e_lumo_ha": [0.092, 0.092],
  "symbols": ["Ti", "O", "C", "C", "C", "C", "C", "C", "C", "N", "C", "C", "N", "C", "C", "C", "C", "C", "C", "C", "O", "H", "H", "H", "H", "H", "H", "H", "H", "H", "H", "H", "H", "H", "H", "S", "C", "C", "C", "C", "C", "C", "N", "C", "C", "C", "C", "C", "C", "C", "H", "H", "H", "H", "H", "H", "H", "H", "C", "Ge", "C", "C", "C", "Se", "C", "H", "H", "H", "H", "H", "H", "H", "H", "H", "H", "H", "H", "H", "H"],
  "xyz": [[0.085, -0.158, -0.119], [0.959, 1.380, -0.682], [1.116, 2.027, -1.816], [1.930, 3.162, -1.871], [2.062, 3.885, -3.042], [1.378, 3.481, -4.193], [0.586, 2.353, -4.151], [0.436, 1.591, -2.980], [-0.359, 0.388, -3.013], [-0.558, -0.427, -1.997], [-1.197, -1.718, -2.283], [-0.728, -2.719, -1.215], [-0.847, -1.987, 0.017], [-1.719, -2.410, 0.958], [-2.403, -1.529, 1.836], [-3.172, -2.026, 2.913], [-3.990, -1.210, 3.673], [-4.104, 0.142, 3.353], [-3.355, 0.667, 2.300], [-2.460, -0.116, 1.572], [-1.709, 0.426, 0.626], [2.443, 3.458, -0.964], [2.692, 4.766, -3.064], [1.474, 4.044, -5.113], [0.058, 2.030, -5.043], [-0.788, 0.120, -3.978], [-2.285, -1.624, -2.205], [-0.947, -2.067, -3.292], [-1.351, -3.620, -1.231], [0.313, -2.993, -1.412], [-2.001, -3.464, 0.969], [-3.113, -3.088, 3.133], [-4.547, -1.623, 4.506], [-4.762, 0.789, 3.922], [-3.420, 1.718, 2.043], [2.278, -2.461, 3.336], [1.095, -1.583, 4.239], [0.781, -1.698, 5.592], [-0.207, -0.879, 6.099], [-0.849, 0.051, 5.272], [-0.523, 0.169, 3.937], [0.445, -0.677, 3.400], [0.872, -0.712, 2.066], [1.823, -1.590, 1.906], [2.492, -1.850, 0.614], [3.620, -2.669, 0.543], [4.248, -2.854, -0.676], [3.739, -2.213, -1.805], [2.603, -1.422, -1.714], [1.929, -1.221, -0.502], [1.300, -2.410, 6.220], [-0.482, -0.953, 7.143], [-1.621, 0.692, 5.679], [-1.020, 0.895, 3.315], [4.013, -3.157, 1.430], [5.126, -3.484, -0.749], [4.237, -2.341, -2.761], [2.225, -0.950, -2.617], [1.591, 6.655, 4.153], [0.431, 5.100, 3.862], [0.830, 3.779, 5.239], [-1.426, 5.682, 3.969], [0.778, 4.328, 2.107], [-0.538, 2.942, 1.640], [-1.269, 3.785, 0.058], [1.352, 7.138, 5.103], [1.469, 7.389, 3.355], [2.639, 6.350, 4.182], [0.480, 4.114, 6.217], [1.908, 3.614, 5.297], [0.354, 2.823, 5.011], [-1.648, 6.102, 4.952], [-2.085, 4.834, 3.788], [-1.630, 6.443, 3.213], [1.756, 3.847, 2.078], [0.754, 5.090, 1.327], [-1.807, 4.692, 0.328], [-1.952, 3.057, -0.376], [-0.472, 4.007, -0.648]],
  "mulliken_charge": [-1.458, 0.174, -0.005, -0.421, -0.445, -0.767, -0.940, 1.153, -0.701, 0.932, -0.942, -0.946, 0.740, -1.365, 1.425, -0.936, -0.590, -0.797, 0.082, -0.020, -0.556, 0.411, 0.402, 0.369, 0.380, 0.217, 0.323, 0.510, 0.536, 0.125, 0.216, 0.351, 0.374, 0.378, 0.376, -0.556, 0.847, -0.683, -0.755, -1.185, 0.113, -0.737, 0.705, 0.777, 0.452, -0.904, -0.796, -0.862, -0.320, 0.894, 0.392, 0.396, 0.439, 0.506, 0.347, 0.361, 0.417, 0.332, -1.227, 0.511, -0.799, -1.102, -1.112, 0.372, -1.159, 0.356, 0.348, 0.361, 0.386, 0.331, 0.051, 0.395, 0.307, 0.331, 0.423, 0.485, 0.447, 0.276, 0.259]
}